1.
C19H38N3S2Se2Si2Ti as an isolated structure, computed with ωB97M-V/def2-TZVPD.

Results
E in a.u.: -7938.76885
Spin multiplicity: 2
⟨S²⟩: 0.91
HOMO level (spin up / spin down) in eV: -5.9998 / -5.5129
Lowest unoccupied orbital energy (spin up / spin down) in eV: 0.35 / 0.34

Geometry as XYZ:
```
67
C19H38N3S2Se2Si2Ti | the OMol25 dataset | ωB97M-V/def2-TZVPD
Ti 0.2229 -0.5163 0.3343
C -1.3043 4.1599 -2.3041
Se -0.0508 3.2785 -1.1022
C -1.0667 3.6259 0.5148
C -2.2833 2.7342 0.7009
Se -1.9538 0.9571 1.4415
C -1.1279 1.5520 3.0904
H -1.4115 5.2127 -2.0495
H -2.2794 3.6757 -2.2958
H -0.8881 4.0824 -3.3073
H -1.3884 4.6685 0.4775
H -0.3644 3.5383 1.3428
H -2.8034 2.5695 -0.2420
H -2.9941 3.1946 1.3900
H -1.7531 2.3249 3.5333
H -0.1197 1.9132 2.8991
H -1.0946 0.6838 3.7433
C 3.2513 -3.0991 1.5593
Si 3.1929 -2.5604 -0.2408
C 4.4181 -1.1422 -0.4060
C 3.8431 -4.0063 -1.2722
C 1.4981 -2.0230 -0.7579
C 1.4084 -1.1078 -1.9035
C 2.2954 -1.0204 -2.9904
C 2.0059 -0.1870 -4.0465
C 0.8403 0.5788 -4.0314
C 0.0441 0.5084 -2.9112
N 0.3295 -0.2850 -1.8758
Si 0.1284 -3.2581 -0.9089
C -1.5544 -2.4993 -0.4040
C 0.3277 -4.7904 0.1532
C -0.0903 -3.8034 -2.6948
H 4.2346 -3.5338 1.7645
H 2.4897 -3.8338 1.8235
H 3.1294 -2.2282 2.2057
H 5.2322 -1.2849 0.3109
H 3.9443 -0.1835 -0.1823
H 4.8687 -1.0779 -1.3980
H 4.8869 -4.2264 -1.0310
H 3.7894 -3.7875 -2.3421
H 3.2667 -4.9180 -1.0971
H 3.1761 -1.6466 -3.0093
H 2.6750 -0.1441 -4.8973
H 0.5686 1.2198 -4.8577
H -0.8491 1.1138 -2.8157
H -1.8724 -2.7325 0.6127
H -2.3011 -2.9337 -1.0766
H -1.6895 -1.4203 -0.5759
H 0.5191 -4.5372 1.1962
H 1.1370 -5.4291 -0.2058
H -0.5959 -5.3754 0.1168
H -0.3613 -2.9595 -3.3350
H -0.8728 -4.5612 -2.7880
H 0.8406 -4.2258 -3.0823
C 0.3993 -3.3479 5.1593
N 1.1317 -2.1368 4.8349
C 0.9859 -1.4275 3.7098
N 1.7159 -0.3316 3.5465
S -0.1264 -1.9177 2.5072
H 0.9843 -3.9210 5.8751
H 0.2610 -3.9404 4.2590
H -0.5804 -3.1285 5.5852
H 1.7399 -1.7611 5.5438
H 2.4545 -0.0748 4.1810
H 1.6750 0.1304 2.6280
S 2.3811 2.0701 1.3174
C 1.4066 0.8521 0.8910
```

What are the Mulliken partial charges on each atom? They are as follows, in elementary charge units:
1 Ti -0.704
2 C -1.163
3 Se 0.206
4 C -0.757
5 C -0.778
6 Se 0.150
7 C -0.889
8 H 0.341
9 H 0.358
10 H 0.344
11 H 0.538
12 H 0.268
13 H 0.375
14 H 0.457
15 H 0.442
16 H 0.240
17 H 0.242
18 C -1.004
19 Si 0.048
20 C -1.063
21 C -1.119
22 C 2.201
23 C -0.522
24 C -0.799
25 C -0.602
26 C -0.906
27 C -0.900
28 N 0.465
29 Si 0.546
30 C -1.286
31 C -0.913
32 C -1.304
33 H 0.489
34 H 0.253
35 H 0.136
36 H 0.417
37 H 0.199
38 H 0.350
39 H 0.375
40 H 0.314
41 H 0.272
42 H 0.321
43 H 0.449
44 H 0.434
45 H 0.805
46 H 0.377
47 H 0.553
48 H 0.317
49 H 0.053
50 H 0.283
51 H 0.428
52 H 0.309
53 H 0.393
54 H 0.298
55 C -0.783
56 N -0.239
57 C 0.631
58 N -0.084
59 S -0.496
60 H 0.342
61 H 0.236
62 H 0.269
63 H 0.224
64 H 0.211
65 H -0.593
66 S -0.255
67 C 0.198

2.
A 2-piece molecular cluster, C3H9BO overall, computed with ωB97M-V/def2-TZVPD.

Results
E in a.u.: -219.60925
Spin multiplicity: 3
⟨S²⟩: 2.00
HOMO level (spin up / spin down) in eV: -5.5003 / -11.2356
Lowest unoccupied orbital energy (spin up / spin down) in eV: 0.92 / -0.67

Geometry as XYZ:
```
14
C3H9BO | the OMol25 dataset | ωB97M-V/def2-TZVPD
B 0.4629 0.6117 -0.2786
C 0.4878 -1.1903 1.7689
C 1.9023 0.4757 -1.0404
C -1.8776 0.9761 -0.1775
O -0.5718 1.3459 -0.6372
H 0.2089 -0.5423 2.4972
H 1.4036 -1.5246 1.8817
H -0.2486 -1.7195 1.2201
H 2.2324 1.2817 -1.6364
H 1.8697 -0.4631 -1.6199
H 2.5753 0.2296 -0.1322
H -1.9841 -0.1384 -0.1898
H -2.6724 1.4392 -0.7193
H -1.8623 1.2327 0.9292
```

What are the Mulliken partial charges on each atom? They are as follows, in elementary charge units:
1 B 0.292
2 C -1.244
3 C -0.903
4 C -0.557
5 O -0.400
6 H 0.399
7 H 0.432
8 H 0.385
9 H 0.316
10 H 0.293
11 H 0.207
12 H 0.264
13 H 0.253
14 H 0.263

3.
C26H48CdCl3N6O3Si as an isolated structure, computed with ωB97M-V/def2-TZVPD.

Results
E in a.u.: -3411.72855
Charge: -1
HOMO level in eV: -4.2003
Lowest unoccupied orbital energy in eV: 2.46

Geometry as XYZ:
```
88
C26H48CdCl3N6O3Si | the OMol25 dataset | ωB97M-V/def2-TZVPD
C 2.1493 1.3603 -2.9110
C 1.3221 2.4687 -2.3455
H 2.1596 1.3380 -3.9975
H 1.7963 0.3985 -2.5435
H 3.1840 1.4540 -2.5723
C 0.8343 3.5030 -3.0339
C 0.9941 3.7901 -4.4885
H 0.2664 4.2480 -2.4868
H 1.5304 3.0117 -5.0240
H 1.5354 4.7267 -4.6434
H 0.0229 3.9187 -4.9736
Cd 0.0161 -0.2142 0.3933
Cl 2.0025 0.1554 1.5278
Cl 0.9874 -1.7238 -1.0794
H -1.0488 -4.0589 4.3157
H 1.4158 -4.8534 3.9464
C -1.1232 -4.0176 3.2287
C 1.2144 -4.7560 2.8790
N 0.1790 -3.7737 2.6429
H -1.7904 -3.2137 2.9425
C 0.4165 -2.6909 1.8976
O -0.4366 -1.8180 1.6686
H 2.1287 -4.4534 2.3785
H 1.4244 -2.6170 1.4927
H -1.5249 -4.9659 2.8717
H 0.9130 -5.7307 2.4943
H -0.6348 0.5174 -3.5050
H -2.0920 2.5473 -3.1507
C -1.4495 -0.1204 -3.1718
C -2.8971 1.8569 -2.8985
N -2.3408 0.6512 -2.3235
H -1.0300 -0.9416 -2.6050
C -2.4538 0.3972 -1.0274
O -1.9139 -0.5464 -0.4239
H -3.5637 2.3382 -2.1884
H -3.1120 1.0975 -0.4959
H -2.0007 -0.4905 -4.0359
H -3.4572 1.6206 -3.8021
O 0.0678 1.2748 -0.7454
C 1.0327 2.2812 -0.8620
C -0.7479 3.8669 -0.0223
C 0.5985 3.5483 -0.1624
H -1.4790 3.1632 -0.3917
C -1.1418 5.0488 0.5882
H 1.9688 1.9603 -0.3918
C 1.5443 4.4312 0.3499
H -2.1953 5.2862 0.6764
C -0.1894 5.9290 1.0845
C 1.1579 5.6103 0.9702
H 2.5958 4.1876 0.2579
H -0.4931 6.8526 1.5609
H 1.9087 6.2848 1.3620
Si 2.6225 -5.9412 -3.7220
Cl 3.1491 -4.8356 -5.4306
C 0.7729 -6.1918 -3.7744
C 3.1396 -4.9391 -2.2339
C 3.5394 -7.5654 -3.8101
H 0.2444 -5.2401 -3.7728
H 0.4365 -6.7619 -2.9076
H 0.4730 -6.7363 -4.6680
H 3.2684 -8.1245 -4.7039
H 3.3069 -8.1865 -2.9444
H 4.6168 -7.4106 -3.8295
H 2.6361 -3.9742 -2.2124
H 4.2122 -4.7536 -2.2355
H 2.8932 -5.4650 -1.3107
C -1.0011 0.0439 3.4214
N -0.9131 1.0007 2.2624
C -0.0934 2.1424 2.7813
N -0.6923 2.7808 3.9680
C -0.7411 1.7955 5.0543
N -1.5665 0.6546 4.6416
C -2.9295 1.1190 4.3440
N -2.8905 2.0953 3.2437
C -2.3067 1.4664 2.0365
C -2.0578 3.2366 3.6561
H 0.0050 -0.3722 3.6562
H -1.6751 -0.8030 3.1831
H 0.0379 2.9055 2.0474
H 0.9305 1.8294 3.0537
H -1.1540 2.2597 5.9779
H 0.2869 1.4541 5.3143
H -3.5800 0.2575 4.0727
H -3.3870 1.5739 5.2513
H -2.3461 2.1971 1.2279
H -2.9466 0.6092 1.7326
H -2.5050 3.7367 4.5447
H -2.0368 4.0044 2.8584
```

What are the Mulliken partial charges on each atom? They are as follows, in elementary charge units:
1 C -1.352
2 C 0.141
3 H 0.402
4 H 0.032
5 H 0.312
6 C 0.152
7 C -1.626
8 H 0.375
9 H 0.368
10 H 0.324
11 H 0.287
12 Cd 1.891
13 Cl -0.722
14 Cl -0.626
15 H 0.332
16 H 0.337
17 C -0.953
18 C -0.968
19 N 0.276
20 H 0.195
21 C 0.137
22 O -0.835
23 H 0.277
24 H 0.249
25 H 0.360
26 H 0.337
27 H 0.126
28 H 0.150
29 C -0.780
30 C -0.781
31 N 0.214
32 H 0.173
33 C -0.160
34 O -0.799
35 H 0.321
36 H 0.551
37 H 0.386
38 H 0.309
39 O -0.180
40 C -0.372
41 C 0.645
42 C -0.430
43 H 0.332
44 C -0.966
45 H 0.582
46 C -0.211
47 H 0.367
48 C -0.335
49 C -0.869
50 H 0.480
51 H 0.353
52 H 0.381
53 Si 0.500
54 Cl -0.355
55 C -0.921
56 C -0.667
57 C -0.945
58 H 0.289
59 H 0.317
60 H 0.275
61 H 0.266
62 H 0.327
63 H 0.259
64 H 0.119
65 H 0.289
66 H 0.247
67 C -0.751
68 N 1.320
69 C -0.512
70 N 0.082
71 C -0.597
72 N 0.176
73 C -0.597
74 N 0.173
75 C -0.775
76 C -0.450
77 H -0.066
78 H 0.113
79 H -0.222
80 H 0.361
81 H 0.309
82 H 0.326
83 H 0.293
84 H 0.338
85 H -0.308
86 H 0.230
87 H 0.294
88 H 0.072